1.
84
Properties=species:S:1:pos:R:3 method="wB97M-V/def2-TZVPD" charge=-1 gap_ev=7.3468 max_force_ev_per_a=6.1 total_energy_ev=-80147.4309 mol_weight_g_mol=669.972 homo_energy_ev=-5.8
Cl -2.870 20.955 13.835
O -7.183 12.501 15.123
O -4.083 26.733 11.125
O -10.204 19.420 14.425
O -1.163 23.515 18.493
O 4.874 22.160 16.578
O 5.502 22.324 8.924
O -4.678 12.778 9.637
O -1.426 20.931 13.933
O -0.074 22.214 8.216
O -3.510 20.087 14.773
O 1.140 27.542 14.700
O -3.368 22.283 13.918
O -4.619 27.879 17.415
O -4.870 17.377 20.619
O 0.655 13.370 13.170
O -3.088 20.378 12.560
O -4.697 21.601 20.548
N -6.258 29.088 16.424
N -4.678 14.878 10.119
N -6.596 26.941 16.801
N -6.274 11.602 16.962
N 0.111 14.767 14.810
N 4.585 20.005 16.874
N 2.253 28.588 13.169
N 0.404 15.571 12.785
N -3.889 14.234 8.109
N -5.857 13.669 16.448
N -9.027 20.541 12.933
N -9.380 18.429 12.592
N 6.868 20.545 9.225
N 6.589 20.815 16.651
N 1.991 26.427 13.008
N 5.361 21.022 10.692
C -6.534 12.560 16.146
C 1.767 27.498 13.685
C 5.873 21.333 9.533
C -9.585 19.458 13.393
C -4.418 13.896 9.271
C 5.320 21.027 16.699
C 0.456 14.530 13.552
C -5.758 27.986 16.937
H 7.121 20.650 8.253
H -5.781 29.949 16.654
H 0.868 22.049 8.243
H -5.918 14.400 15.754
H -7.524 27.102 16.436
H -0.878 22.775 17.957
H -3.733 13.546 7.387
H 3.577 20.048 16.908
H -4.326 17.277 21.399
H -4.577 21.727 21.489
H -6.310 26.088 17.260
H -9.220 21.379 13.463
H -6.727 10.701 16.910
H 5.708 20.210 11.182
H 0.407 16.458 13.268
H -3.889 26.076 11.794
H -1.735 23.125 19.155
H -4.731 20.651 20.435
H -4.260 17.282 19.887
H 7.125 21.670 16.610
H 0.765 15.465 11.847
H 0.098 13.912 15.348
H 7.044 19.936 16.448
H 5.060 19.157 17.149
H 4.505 21.497 10.939
H -7.232 29.133 16.162
H -8.385 20.650 12.161
H -5.228 13.677 17.239
H 2.340 29.432 13.716
H 2.120 26.353 12.009
H -9.646 17.479 12.809
H 2.923 28.471 12.423
H -8.940 18.707 11.727
H -5.636 11.746 17.732
H -3.665 27.532 11.445
H -0.030 15.677 15.225
H 6.840 19.672 9.732
H -0.451 21.553 8.797
H -4.288 15.780 9.888
H -3.696 15.210 7.933
H 1.648 25.562 13.400
H -5.067 14.396 10.917

***

2.
18
Properties=species:S:1:pos:R:3 method="wB97M-V/def2-TZVPD" gap_ev=8.5324 smiles="FC(F)(F)C1(c2cccc(I)c2)N=N1" max_force_ev_per_a=3.9 total_energy_ev=-27591.1924 mol_weight_g_mol=312.032 homo_energy_ev=-9.3
I -0.241 -2.304 -3.753
F 1.277 1.643 2.012
F 0.260 3.579 1.527
F 1.640 2.745 0.125
N -1.333 2.258 -0.720
N -1.882 2.204 0.433
C -0.290 0.207 0.084
C -0.039 -0.805 1.082
C -0.527 1.695 0.333
C 0.085 -2.637 -0.640
C 0.651 2.368 0.981
C 0.170 -2.226 0.688
C -0.151 -1.651 -1.615
C -0.343 -0.324 -1.234
H 0.265 -0.533 2.108
H 0.375 -3.635 -0.809
H 0.502 -2.950 1.495
H -0.420 0.363 -2.097

***

3.
18
Properties=species:S:1:pos:R:3 method="wB97M-V/def2-TZVPD" gap_ev=9.5048 smiles="N#CC(=C=N)C#N.C=NC(C#N)C#N" max_force_ev_per_a=5.9 total_energy_ev=-17295.8895 mol_weight_g_mol=184.162 homo_energy_ev=-9.8
N -0.535 1.096 0.164
N 1.369 3.620 1.624
N 2.410 -0.121 1.277
N -3.098 -1.893 -0.607
N 0.599 -2.839 1.550
N 0.656 -0.840 -2.417
C -0.583 -1.884 -0.446
C 0.084 -2.196 0.697
C -1.965 -1.726 -0.594
C 0.860 1.487 0.087
C 1.756 0.561 0.638
C 1.075 2.770 0.941
C 0.141 -1.430 -1.558
C -1.363 1.371 -0.659
H 0.951 -2.845 2.493
H 1.145 1.888 -0.986
H -1.030 1.912 -1.574
H -2.473 1.071 -0.628

***

4.
18
Properties=species:S:1:pos:R:3 method="wB97M-V/def2-TZVPD" gap_ev="7.7399 / 6.7134" max_force_ev_per_a=4.7 total_energy_ev=-166415.3871 mol_weight_g_mol=334.385 homo_energy_ev="-8.8 / -7.5"
Br -3.285 0.702 1.189
Br -2.376 -2.515 -0.427
Cl -0.897 2.302 -0.187
F -3.176 1.771 -1.303
F -0.919 -1.315 -2.460
C -0.060 -0.727 -0.397
C 0.133 -0.873 1.084
C 1.179 -0.283 1.669
C 2.138 0.425 0.994
C -1.063 -1.314 -1.074
C 1.009 -0.056 -1.120
C -2.323 1.305 -0.379
C 2.067 0.481 -0.408
H 2.829 1.131 -0.926
H 0.840 -0.037 -2.207
H -0.330 -1.533 1.684
H 1.299 -0.303 2.704
H 2.934 0.841 1.564